Record 1
{
  "formula": "C6H10N5",
  "method": "wB97M-V/def2-TZVPD",
  "e_lumo_ha": [-0.1986, -0.1987],
  "total_charge": 1,
  "orbital_gap_ev": [6.61, 6.61],
  "species": ["N", "N", "N", "N", "N", "C", "C", "C", "C", "C", "C", "H", "H", "H", "H", "H", "H", "H", "H", "H", "H"],
  "positions_angstrom": [[0.406, -1.291, 0.187], [0.631, 0.660, -1.864], [-0.386, 3.618, -0.093], [-0.072, 0.203, -0.892], [1.765, -1.356, 0.516], [0.512, 1.985, -1.763], [-0.269, -2.396, -0.470], [-0.898, 0.424, 1.245], [-0.209, 2.340, -0.509], [-0.295, -0.833, 1.347], [-0.546, 1.086, 0.061], [-1.292, -2.231, -0.707], [-1.278, 4.043, 0.170], [1.937, -0.797, 1.322], [-1.257, 0.890, 2.062], [-0.704, -1.622, 2.086], [0.835, 2.536, -2.753], [-0.255, -3.330, 0.278], [2.370, -1.187, -0.265], [0.167, 4.254, -0.741], [0.318, -2.828, -1.276]],
  "mulliken_charge": [0.61, -0.93, -0.50, 0.56, -0.61, -0.09, -0.72, -0.78, 0.29, -0.45, 0.27, 0.32, 0.27, 0.30, 0.56, 0.37, 0.35, 0.35, 0.28, 0.26, 0.31]
}

---

Record 2
{
  "formula": "C9H8N2O2",
  "method": "wB97M-V/def2-TZVPD",
  "spin_multiplicity": 3,
  "s2": 2.03,
  "e_lumo_ha": [0.0189, -0.0959],
  "total_charge": 0,
  "orbital_gap_ev": [5.52, 6.20],
  "species": ["O", "O", "N", "N", "C", "C", "C", "C", "C", "C", "C", "C", "C", "H", "H", "H", "H", "H", "H", "H", "H"],
  "positions_angstrom": [[-4.499, 0.393, -0.427], [-3.045, -0.905, -1.346], [-3.447, -0.165, -0.520], [-1.340, -0.986, 0.593], [-0.697, 1.514, -0.188], [-0.065, -0.730, 0.199], [0.936, -1.647, 0.482], [-2.429, 0.022, 0.646], [2.534, -0.251, -0.805], [0.282, 0.452, -0.399], [-1.891, 1.375, 0.411], [2.264, -1.388, 0.025], [1.563, 0.669, -0.989], [-3.116, 0.069, 1.571], [-2.476, 2.207, 0.608], [0.836, -2.363, 1.252], [-0.395, 2.569, -0.474], [1.909, 1.477, -1.727], [-1.460, -1.858, 1.120], [3.077, -2.012, 0.306], [3.505, -0.308, -1.362]],
  "mulliken_charge": [-0.61, -0.55, 1.01, -0.11, -0.36, 0.60, -0.70, -0.10, -0.23, 0.95, -0.83, -0.76, -0.92, 0.34, 0.49, 0.33, 0.27, 0.22, 0.23, 0.42, 0.33]
}

---

Record 3
{
  "formula": "C12H8B2Ba2Br4O16",
  "method": "wB97M-V/def2-TZVPD",
  "e_lumo_ha": -0.2292,
  "total_charge": 2,
  "orbital_gap_ev": 7.52,
  "species": ["Ba", "Ba", "Br", "Br", "Br", "Br", "O", "O", "O", "O", "O", "O", "O", "O", "O", "O", "O", "O", "O", "O", "O", "O", "C", "C", "C", "C", "C", "C", "C", "C", "C", "C", "C", "C", "B", "B", "H", "H", "H", "H", "H", "H", "H", "H"],
  "positions_angstrom": [[13.119, -23.450, -21.226], [21.545, -28.357, -20.748], [20.093, -23.040, -14.540], [11.773, -19.403, -16.728], [12.952, -20.706, -19.789], [20.773, -25.735, -16.659], [16.528, -26.526, -22.584], [20.294, -27.933, -23.063], [21.946, -23.298, -21.696], [16.147, -21.477, -18.796], [18.887, -29.696, -21.322], [18.191, -22.279, -19.321], [15.865, -27.915, -24.345], [19.082, -24.432, -20.172], [14.814, -25.106, -22.592], [20.694, -25.812, -20.873], [18.248, -27.578, -23.942], [19.985, -22.428, -20.944], [15.491, -22.445, -21.485], [17.060, -28.853, -22.369], [17.657, -22.984, -21.491], [13.854, -26.922, -24.698], [20.206, -24.710, -20.765], [19.168, -24.604, -16.753], [19.483, -23.179, -16.367], [16.908, -22.037, -19.525], [20.858, -23.387, -21.241], [18.313, -29.000, -22.128], [19.101, -28.146, -23.163], [15.377, -26.102, -22.998], [14.885, -27.040, -24.129], [13.612, -19.095, -18.883], [16.585, -22.525, -20.955], [13.604, -19.285, -17.389], [16.903, -27.742, -23.368], [18.753, -23.008, -20.458], [18.410, -25.018, -16.096], [12.982, -18.285, -19.233], [18.900, -24.694, -17.800], [18.601, -22.548, -16.460], [14.089, -20.220, -17.133], [20.235, -22.757, -17.031], [14.065, -18.414, -16.936], [14.633, -18.946, -19.229]],
  "mulliken_charge": [1.84, 1.86, -0.10, -0.10, -0.15, -0.19, -0.51, -0.69, -0.51, -0.52, -0.71, -0.38, -0.48, -0.53, -0.57, -0.55, -0.33, -0.46, -0.73, -0.33, -0.48, -0.51, 0.49, -0.16, -0.52, 0.60, 0.51, 0.64, 0.75, 0.46, 0.52, -0.70, 0.60, -0.54, 0.87, 1.12, 0.49, 0.50, -0.14, 0.31, 0.29, 0.35, 0.40, 0.32]
}

---

Record 4
{
  "formula": "C5H9NO2",
  "method": "wB97M-V/def2-TZVPD",
  "e_lumo_ha": -0.0025,
  "total_charge": 0,
  "orbital_gap_ev": 9.02,
  "species": ["O", "O", "N", "C", "C", "C", "C", "C", "H", "H", "H", "H", "H", "H", "H", "H", "H"],
  "positions_angstrom": [[0.151, 0.788, 1.414], [-1.989, 1.526, 0.666], [1.811, -0.374, 0.373], [0.672, 0.389, 0.227], [0.765, 1.448, -0.851], [-1.323, 0.633, 1.139], [-0.896, -1.938, -0.213], [-0.826, -0.620, -0.412], [1.156, 1.039, -1.785], [2.262, -0.677, -0.478], [-1.645, -0.061, 1.922], [1.425, 2.241, -0.487], [-0.519, -2.393, 0.700], [-1.336, -2.614, -0.941], [-1.256, -0.198, -1.316], [-0.208, 1.897, -1.046], [1.755, -1.085, 1.088]],
  "mulliken_charge": [-0.47, -0.50, -0.51, 0.91, -1.35, 0.21, -0.69, -0.40, 0.40, 0.22, 0.40, 0.36, 0.22, 0.27, 0.34, 0.30, 0.27]
}

---

Calculated E in order - -507.957230; -607.494906; -12062.759426; -401.040708 a.u.
Calculated ΔE to the lowest compared entry with this formula, charge and spin in order - 5.803; 0.000; 0.050; 3.702 eV